[1]
ORCA calculation (ωB97M-V with the def2-TZVPD basis set) on the molecule C3H11N2P3 at a distorted geometry.

Positions of all 19 atoms, in Å:
P 1.13 -0.36 0.54
P 3.34 1.68 0.08
P 0.60 -3.33 0.04
N 0.84 -1.72 -0.52
N 2.51 0.35 -0.24
C -2.46 1.55 0.02
C -0.20 0.74 -0.10
C -1.64 0.40 0.54
H -2.02 1.91 -0.88
H 0.96 -1.61 -1.51
H -2.61 2.48 0.65
H -1.46 0.48 1.62
H 1.84 -3.90 0.44
H -3.45 1.28 -0.40
H -2.09 -0.46 0.33
H -0.11 0.60 -1.24
H 4.58 1.15 -0.76
H 0.13 1.85 -0.01
H 0.11 -3.09 1.39

- E_LUMO (eV) = -0.777
- Kohn-Sham gap (hartree) = 0.28820
- relative energy (zero: lowest compared OMol25 entry of this formula, charge and spin) (kcal/mol) = 0.0
- net charge = 0
- SMILES = [H]/P=N/P(CCC)NP


[2]
ORCA calculation (ωB97M-V with the def2-TZVPD basis set) on a structure of composition C33H24CeN4O13P at a distorted geometry.

Positions of all 76 atoms, in Å:
Ce 0.33 -0.76 -0.09
P -0.78 1.87 -0.05
O 6.67 3.62 -2.35
O 1.88 0.78 0.49
O 0.95 -7.90 1.73
O 6.30 3.44 -0.08
O -0.82 -2.50 -0.52
O 1.21 0.58 -1.61
O 0.57 -3.37 3.73
O 1.78 -4.00 -3.05
O -1.50 -4.03 0.97
O 1.13 -8.05 -0.42
O 1.39 -2.13 -2.07
O 0.27 -1.85 2.24
O 2.09 -2.00 0.40
N -2.56 -0.72 0.44
N 0.68 -2.99 2.60
N 1.11 -7.42 0.62
N 1.61 -3.36 -2.05
C 1.06 -5.21 1.67
C 4.65 2.44 -3.07
C 2.08 0.97 -0.75
C 0.16 3.43 -0.29
C 4.19 2.20 -0.27
C -3.09 3.11 3.17
C -4.75 -0.35 1.35
C 1.21 -3.84 1.59
C -2.86 3.04 -1.66
C 1.67 -3.20 0.40
C -1.70 1.26 3.81
C -1.57 -2.93 0.45
C 7.18 3.98 -1.06
C 1.47 -5.38 -0.69
C -1.59 2.15 1.56
C 3.52 1.79 -2.58
C 5.29 2.84 -0.76
C -3.71 1.91 -3.61
C -3.63 0.06 0.65
C -2.00 1.97 -1.41
C -2.55 3.10 1.89
C -2.83 0.86 -3.39
C 1.65 -4.02 -0.77
C -1.16 1.25 2.54
C -2.64 -1.97 0.89
C -3.70 -2.46 1.64
C 3.29 1.67 -1.21
C 1.26 -5.98 0.54
C 5.51 2.96 -2.13
C -4.78 -1.63 1.88
C -1.98 0.89 -2.29
C -3.72 3.00 -2.75
C -2.68 2.19 4.12
H 4.84 2.53 -4.13
H 1.44 -5.98 -1.59
H -3.58 1.06 0.24
H -3.85 3.84 3.42
H 0.56 3.45 -1.30
H -2.80 0.02 -4.07
H 2.80 1.36 -3.26
H -5.64 -1.98 2.44
H -4.40 3.82 -2.93
H -5.59 0.33 1.46
H -0.38 0.53 2.29
H 7.22 5.07 -0.97
H -2.88 3.90 -1.00
H -1.30 0.07 -2.12
H -0.49 4.28 -0.13
H 0.71 -5.67 2.59
H -3.67 -3.48 1.99
H -2.88 3.83 1.17
H 0.98 3.46 0.43
H -3.12 2.21 5.11
H -1.36 0.55 4.56
H 8.18 3.55 -0.94
H -4.37 1.88 -4.46
H 4.01 2.10 0.80

- E_LUMO (eV) = -4.689
- Kohn-Sham gap (hartree) = 0.22744
- relative energy (zero: lowest compared OMol25 entry of this formula, charge and spin) (kcal/mol) = 0.0
- net charge = +1


[3]
ORCA calculation (ωB97M-V with the def2-TZVPD basis set) on the molecule C4H9NO at a distorted geometry.

Positions of all 15 atoms, in Å:
O -1.96 -1.15 -0.32
N -1.07 -0.78 0.75
C 0.01 0.79 -0.80
C 0.40 0.68 -2.03
C 0.22 -0.27 0.19
C 0.86 0.31 1.38
H 1.09 -0.31 2.20
H -0.20 1.84 -0.39
H -0.85 -1.66 1.17
H 0.82 -1.04 -0.33
H 0.22 1.03 1.84
H -2.77 -1.45 0.16
H 0.74 1.54 -2.76
H 1.77 0.86 1.37
H 0.70 -0.37 -2.41

- E_LUMO (eV) = 1.054
- Kohn-Sham gap (hartree) = 0.36938
- relative energy (zero: lowest compared OMol25 entry of this formula, charge and spin) (kcal/mol) = 97.4
- net charge = 0
- SMILES = C=C[C@@H](C)NO


[4]
ORCA calculation (ωB97M-V with the def2-TZVPD basis set) on the molecule C4H4ClNOS at a distorted geometry.

Positions of all 12 atoms, in Å:
Cl -2.20 1.27 1.82
S 2.44 0.99 -2.43
O 1.87 -0.84 -0.71
N 0.94 -1.50 0.09
C 0.20 0.85 -0.74
C -1.59 -0.20 0.91
C -0.53 0.16 0.07
C 1.53 0.35 -1.28
H 1.39 -1.43 1.04
H -1.47 -0.79 1.77
H -2.51 -0.70 0.49
H -0.06 1.84 -1.05

- E_LUMO (spin up / spin down) (eV) = -0.940 / -0.940
- Kohn-Sham gap (spin up / spin down) (hartree) = 0.30282 / 0.30277
- relative energy (zero: lowest compared OMol25 entry of this formula, charge and spin) (kcal/mol) = 118.9
- net charge = 0